(one)
21
Properties=species:S:1:pos:R:3:lowdin_charge:R:1 method="wB97M-V/def2-TZVPD" e_lumo_ev=0.8
C -1.22 1.02 2.41 -0.14
O -0.63 0.08 1.55 -0.22
N 0.69 0.47 0.60 -0.02
O 1.86 -0.08 1.19 0.00
C 0.37 -0.19 -0.62 -0.53
C -1.38 -0.42 -0.75 0.00
C 0.92 -1.60 -0.84 -0.06
C 0.75 0.76 -1.76 -0.06
H -2.24 0.66 2.65 0.09
H -0.68 1.07 3.36 0.07
H -1.30 2.02 1.96 0.08
H 2.22 0.69 1.66 0.11
H -1.43 -0.79 -1.78 0.06
H -1.68 -1.26 -0.13 0.06
H -2.00 0.46 -0.61 0.07
H 0.59 -2.28 -0.06 0.09
H 0.61 -1.98 -1.82 0.08
H 2.01 -1.61 -0.87 0.08
H 0.35 0.41 -2.71 0.08
H 1.84 0.83 -1.86 0.08
H 0.35 1.76 -1.57 0.08

---

(two)
21
Properties=species:S:1:pos:R:3:lowdin_charge:R:1 method="wB97M-V/def2-TZVPD" e_lumo_ev=0.5
C 2.56 -0.86 1.62 -0.11
C 1.36 -0.33 0.83 -0.27
C 1.21 -1.01 -0.52 -0.21
C 0.02 -0.50 -1.37 -0.12
C -0.19 0.99 -1.25 -0.58
N -1.33 1.33 -0.58 0.17
O 0.57 1.82 -1.70 0.05
H 3.01 -0.08 2.22 0.06
H 3.35 -1.20 0.95 0.07
H 2.30 -1.72 2.23 0.07
H 0.45 -0.38 1.42 0.11
H 1.53 0.74 0.65 0.11
H 2.14 -0.94 -1.09 0.11
H 1.06 -2.09 -0.38 0.11
H 0.21 -0.74 -2.42 0.12
H -0.86 -1.07 -1.11 0.10
H -1.57 2.28 -0.39 0.11
H -1.95 0.69 -0.11 0.07
O -4.25 0.91 0.37 -0.06
H -4.77 0.98 -0.45 0.05
H -4.83 1.16 1.10 0.05

---

(three)
21
Properties=species:S:1:pos:R:3:lowdin_charge:R:1 method="wB97M-V/def2-TZVPD" e_lumo_ev=0.7
C -1.55 -0.69 2.55 -0.14
C -0.32 0.12 2.35 -0.27
C 0.75 -0.87 1.84 -0.30
N 0.54 -1.28 0.48 -0.08
C 0.70 -0.07 -0.44 -0.15
C 0.24 -0.37 -1.82 -0.22
O 0.38 0.56 -2.59 0.03
H -2.22 -0.23 3.39 0.10
H -1.26 -1.84 2.70 0.11
H -2.10 -0.80 1.62 0.05
H 0.12 0.32 3.28 0.10
H -0.60 0.85 1.67 0.06
H 1.03 -1.73 2.52 0.13
H 1.75 -0.30 1.93 0.12
H 0.87 -2.12 0.03 0.10
H 1.71 0.22 -0.37 0.11
H 0.15 0.74 0.16 0.13
H -0.24 -1.29 -2.11 0.12
O 0.10 3.27 -5.67 0.01
H -0.43 2.99 -6.33 -0.04
H 0.39 2.53 -5.17 0.02

---

(four)
21
Properties=species:S:1:pos:R:3:lowdin_charge:R:1 method="wB97M-V/def2-TZVPD" e_lumo_ev=0.9
C -1.58 1.83 0.13 -0.05
N -0.59 1.12 -0.14 0.03
C -0.19 0.79 -1.48 -0.49
C -1.32 0.08 -2.25 -0.03
O 0.96 0.01 -1.43 -0.04
H -1.83 2.00 1.17 0.07
H -2.21 2.34 -0.61 0.08
H 0.09 1.71 -2.03 0.15
H -0.96 -0.17 -3.25 0.08
H -2.19 0.72 -2.34 0.06
H -1.59 -0.84 -1.73 0.08
H 0.81 -0.69 -0.76 0.05
C 2.18 -0.76 1.66 -0.08
C 0.70 -1.01 1.89 -0.32
O 0.17 -1.68 0.75 -0.11
H 2.62 -0.31 2.55 0.08
H 2.33 -0.11 0.81 0.07
H 2.69 -1.71 1.46 0.08
H 0.19 -0.05 2.01 0.09
H 0.54 -1.62 2.79 0.11
H -0.79 -1.66 0.80 0.10

---

Energetically preferred structure: (two) | next structure: +0.0619 hartree

---

(one)
21
Properties=species:S:1:pos:R:3:lowdin_charge:R:1 method="wB97M-V/def2-TZVPD" e_lumo_ev=-1.1
C -2.16 -0.46 0.41 -0.27
O -3.04 0.70 0.40 -0.09
C -0.84 -0.19 -0.21 -0.32
C 0.30 -1.04 0.29 -0.18
C 1.75 -0.63 -0.09 -0.17
C 2.15 0.80 0.32 -0.30
O 1.35 1.80 -0.28 -0.15
N -0.97 0.09 -1.60 0.10
H -2.09 -0.73 1.45 0.11
H -2.74 -1.22 -0.11 0.13
H -2.42 1.41 0.20 0.04
H -0.59 1.36 1.25 0.22
H 0.18 -2.10 -0.04 0.13
H 0.21 -1.05 1.40 0.12
H 1.87 -0.69 -1.19 0.11
H 2.43 -1.35 0.34 0.10
H 3.18 0.98 0.00 0.11
H 2.19 0.87 1.41 0.11
H -0.16 0.62 -1.91 0.08
H 0.42 1.59 0.13 0.00
H -1.03 -0.75 -2.18 0.12

---

(two)
21
Properties=species:S:1:pos:R:3:lowdin_charge:R:1 method="wB97M-V/def2-TZVPD" e_lumo_ev=0.8
C -2.09 -1.58 0.34 -0.09
C -1.78 -0.42 -0.65 -0.23
C -0.28 -0.49 -1.03 -0.11
C 0.65 -0.56 0.20 -0.52
O 1.28 -1.55 0.50 0.06
N 0.99 0.62 0.86 -0.02
C 0.37 1.91 0.72 -0.09
H -3.06 -1.36 0.84 0.08
H -1.30 -1.68 1.08 0.06
H -2.32 -2.53 -0.14 0.07
H -2.49 -0.40 -1.49 0.11
H -1.95 0.53 -0.15 0.07
H 0.02 0.38 -1.64 0.12
H -0.14 -1.41 -1.59 0.11
H 1.57 0.46 1.67 0.14
H 0.77 2.51 -0.10 0.08
H 0.34 2.41 1.71 0.10
H -0.72 1.76 0.53 0.07
O 3.46 0.41 -0.17 -0.05
H 2.67 0.78 -0.56 0.00
H 4.01 0.19 -0.92 0.05

---

Energetically preferred structure: (two) | next structure: +0.1549 hartree

---

(one)
21
Properties=species:S:1:pos:R:3:lowdin_charge:R:1 method="wB97M-V/def2-TZVPD" e_lumo_ev=-2.3
C -1.19 0.11 0.32 -0.29
C -1.11 -0.84 -0.70 0.04
C -0.27 -0.70 -1.84 -0.16
C 0.29 -1.72 -2.48 0.10
N -0.96 1.48 0.01 -0.02
C -0.51 1.96 1.34 -0.41
O 0.49 1.17 1.78 -0.24
H -2.20 0.05 0.77 0.16
H -0.38 -0.13 1.11 0.16
H -1.43 -1.85 -0.48 0.13
H 1.47 0.90 0.58 0.00
H -0.08 0.30 -2.18 0.11
H 0.99 -1.52 -3.27 0.08
H 0.18 -2.76 -2.17 0.08
H -0.16 1.54 -0.59 0.07
H -1.40 1.96 1.99 0.11
H -0.24 3.02 1.15 0.13
H 1.38 -1.55 2.93 0.04
H 1.22 -1.68 2.22 0.02
H 1.96 -0.35 -0.23 0.01
O 1.95 0.61 -0.28 -0.12

---

(two)
21
Properties=species:S:1:pos:R:3:lowdin_charge:R:1 method="wB97M-V/def2-TZVPD" e_lumo_ev=0.7
C 0.93 0.99 2.14 -0.11
C 2.01 0.64 1.08 -0.20
C 1.46 0.80 -0.39 -0.18
N 0.09 0.24 -0.54 0.03
C -0.40 -1.10 -0.65 -0.46
C 0.38 -1.94 -1.53 0.00
O -1.61 -1.17 -0.38 0.01
H 0.83 0.25 2.91 0.06
H 1.13 1.96 2.50 0.05
H -0.15 1.12 1.83 0.08
H 2.98 1.09 1.40 0.11
H 2.24 -0.47 1.16 0.11
H 1.44 1.78 -0.71 0.08
H 2.02 0.31 -1.23 0.11
H -0.67 0.84 -0.14 0.09
H -0.29 -2.54 -2.09 0.08
H 0.94 -2.56 -0.89 0.08
H 1.06 -1.32 -2.23 0.12
O -2.55 1.17 0.14 -0.05
H -2.43 0.22 -0.03 -0.01
H -2.68 1.30 -0.76 0.00

---

Energetically preferred structure: (two) | next structure: +0.1649 hartree

---

(one)
21
Properties=species:S:1:pos:R:3:lowdin_charge:R:1 method="wB97M-V/def2-TZVPD" e_lumo_ev=0.8
C 2.65 0.23 -0.64 -0.07
N 1.63 -0.32 -1.10 -0.05
C 0.53 0.46 -1.68 -0.22
C -0.82 -0.07 -1.23 -0.16
C -0.85 -1.39 -0.32 -0.16
C -0.29 -1.13 1.07 -0.24
O -1.23 -0.34 1.87 -0.10
H 3.50 -0.31 -0.23 0.07
H 2.75 1.33 -0.57 0.08
H 0.72 0.41 -2.75 0.11
H 0.72 1.53 -1.49 0.11
H -1.59 -0.33 -1.95 0.10
H -1.24 0.68 -0.56 0.09
H -0.18 -2.11 -0.79 0.11
H -1.93 -1.47 -0.21 0.11
H 0.67 -0.65 1.24 0.10
H -0.09 -2.08 1.59 0.11
H -1.99 -0.91 1.90 0.08
O -0.94 2.46 1.73 -0.08
H -1.23 2.48 2.65 0.04
H -0.80 1.53 1.50 -0.01

---

(two)
21
Properties=species:S:1:pos:R:3:lowdin_charge:R:1 method="wB97M-V/def2-TZVPD" e_lumo_ev=0.6
C 0.68 -1.19 0.92 -0.05
C -0.29 -0.62 -0.11 -0.35
C -1.43 -1.61 -0.32 -0.23
O -1.48 -2.42 -1.20 0.06
N -0.92 0.67 0.16 -0.26
C -0.94 1.13 1.54 -0.09
C -0.61 1.72 -0.77 -0.10
H 1.22 -2.00 0.42 0.08
H 0.16 -1.56 1.80 0.08
H 1.45 -0.52 1.31 0.08
H 0.18 -0.57 -1.09 0.13
H -2.30 -1.49 0.37 0.13
H -1.71 1.90 1.62 0.08
H -1.18 0.32 2.22 0.08
H 0.02 1.58 1.84 0.09
H 0.36 2.22 -0.56 0.09
H -1.35 2.52 -0.67 0.08
H -0.68 1.34 -1.79 0.09
O 2.92 -0.34 -2.25 -0.06
H 2.82 0.18 -1.45 0.02
H 3.10 -1.26 -2.01 0.05

---

Energetically preferred structure: (two) | next structure: +0.0258 hartree

---

(one)
15
Properties=species:S:1:pos:R:3:lowdin_charge:R:1 method="wB97M-V/def2-TZVPD" e_lumo_ev=-0.3
C 0.88 1.63 0.90 -0.01
C 0.15 0.94 -0.30 -0.54
O -0.86 1.66 -0.84 -0.07
C -0.15 -0.48 -0.01 -0.71
S -1.72 -0.85 0.23 0.79
C 0.93 -1.48 0.00 -0.31
O 2.08 -0.68 -0.23 -0.20
H 1.89 1.21 1.02 0.08
H 1.13 2.61 0.67 0.05
H 0.31 1.75 1.83 0.09
H 1.03 0.71 -1.06 0.18
H -1.67 1.41 -0.26 0.08
H 0.87 -1.98 1.07 0.16
H 0.65 -2.39 -0.70 0.15
H 2.68 -1.16 -1.16 0.27

---

(two)
15
Properties=species:S:1:pos:R:3:lowdin_charge:R:1 method="wB97M-V/def2-TZVPD" e_lumo_ev="-1.2 / -0.8"
C 0.07 -0.81 -0.45 -0.52
C 0.45 0.63 0.20 -0.50
C -0.14 -1.95 0.63 -0.03
C 0.61 1.80 -0.73 -0.14
O 1.07 -1.09 -1.28 -0.07
O 2.79 -0.35 -0.42 -0.48
S 2.09 0.10 0.84 0.98
H -0.85 -0.60 -1.06 0.17
H -0.41 0.88 0.90 0.14
H 0.08 -1.38 1.53 0.04
H 0.68 -2.66 0.36 0.11
H -1.07 -2.34 0.54 0.03
H 1.46 1.59 -1.48 0.11
H 0.87 2.70 -0.24 0.05
H -0.41 2.10 -1.19 0.11

---

Energetically preferred structure: (one) | next structure: +0.0564 hartree

---

(one)
15
Properties=species:S:1:pos:R:3:lowdin_charge:R:1 method="wB97M-V/def2-TZVPD" e_lumo_ev=0.8
H 3.31 -0.19 -0.11 0.07
N 2.27 -0.06 -0.17 0.03
C 1.63 -1.15 0.07 -0.36
N 0.32 -1.35 0.07 0.07
C -0.41 -0.24 0.09 -0.41
N -0.03 1.02 0.04 0.00
N -0.99 2.05 -0.05 0.04
N -1.72 -0.51 0.10 0.01
O -2.12 -1.83 -0.16 -0.03
H 2.24 -2.03 0.21 0.10
H 0.96 1.24 0.00 0.10
H -0.60 2.75 -0.67 0.09
H -1.22 2.48 0.86 0.10
H -2.32 0.13 -0.38 0.12
H -1.31 -2.30 0.08 0.07

---

(two)
15
Properties=species:S:1:pos:R:3:lowdin_charge:R:1 method="wB97M-V/def2-TZVPD" e_lumo_ev=-0.3
C -0.91 -0.30 0.65 -0.30
C 1.11 1.16 0.39 -0.11
H -2.98 -0.41 1.84 0.16
H -2.99 -2.44 1.73 0.14
H -0.95 0.26 1.73 0.14
H -0.21 -1.91 -0.54 0.16
H 1.73 -0.57 -1.85 0.25
H 0.82 1.47 1.49 0.13
H 2.06 1.97 -2.64 0.28
N -2.85 -1.45 1.19 -0.08
N -1.67 -1.35 0.60 -0.19
N 0.08 0.07 -0.20 -0.23
N 0.87 -1.16 -0.44 -0.04
N 1.77 1.96 -0.42 -0.01
O 1.73 1.24 -1.65 -0.32

---

Energetically preferred structure: (one) | next structure: +0.3714 hartree

---

(one)
16
Properties=species:S:1:pos:R:3:lowdin_charge:R:1 method="wB97M-V/def2-TZVPD" e_lumo_ev=0.9
N 1.85 0.02 -0.81 0.10
C 0.55 -0.08 -0.21 -0.50
C -0.67 0.01 -1.12 -0.16
C -1.86 0.46 -0.27 -0.48
S -1.22 1.56 1.01 0.90
C 0.34 0.69 1.04 -0.46
C 0.41 -0.79 1.11 -0.24
F 1.58 -1.30 1.66 0.00
H 2.11 -0.92 -1.11 0.09
H 2.50 0.26 -0.06 0.08
H -0.89 -0.95 -1.62 0.12
H -0.41 0.82 -1.85 0.13
H -2.64 0.94 -0.86 0.07
H -2.31 -0.41 0.21 0.07
H 1.11 1.19 1.56 0.11
H -0.45 -1.49 1.33 0.17

---

(two)
16
Properties=species:S:1:pos:R:3:lowdin_charge:R:1 method="wB97M-V/def2-TZVPD" e_lumo_ev=-0.4
C 1.97 1.32 0.03 -0.12
C 1.70 -0.17 0.09 -0.78
S 2.91 -1.29 0.06 0.68
C 0.40 -0.80 -0.12 -0.20
C -0.84 -0.28 0.01 -0.32
N -1.17 1.14 0.14 0.12
C -1.94 -1.28 0.20 -0.11
F -3.28 -0.75 -0.01 -0.10
H 1.52 1.79 0.94 0.10
H 3.05 1.57 0.18 0.08
H 1.60 1.70 -0.86 0.05
H 0.16 -1.90 -0.54 0.13
H -0.45 1.50 -0.51 0.09
H -2.11 1.34 -0.07 0.06
H -1.85 -1.87 1.22 0.16
H -1.66 -2.01 -0.76 0.16

---

Energetically preferred structure: (one) | next structure: +0.0589 hartree

---

(one)
15
Properties=species:S:1:pos:R:3:lowdin_charge:R:1 method="wB97M-V/def2-TZVPD" charge=+1 e_lumo_ev=-4.2
C 2.65 -2.05 1.92 0.05
C -1.70 0.24 -0.95 0.02
C -0.82 -1.39 0.32 -0.04
C 0.13 1.96 -0.82 -0.01
N 2.41 -1.02 1.48 0.08
N 0.09 -0.39 0.28 0.10
N -0.47 0.68 -0.55 -0.08
N -1.93 -0.91 -0.30 0.08
H -2.37 0.95 -1.42 0.18
H 2.63 -3.06 2.19 0.07
H -0.15 2.78 -0.11 0.12
H 1.23 1.86 -0.54 0.13
H -0.03 2.25 -1.87 0.11
H 1.03 -0.35 0.76 0.06
H -2.68 -1.54 -0.38 0.14

---

(two)
15
Properties=species:S:1:pos:R:3:lowdin_charge:R:1 method="wB97M-V/def2-TZVPD" charge=+1 e_lumo_ev="-6.0 / -6.0"
H -1.48 -2.34 -0.35 0.11
N -0.94 -1.51 -0.66 0.12
C 0.00 -1.29 0.15 -0.20
N 0.57 -0.04 0.05 -0.14
C 1.86 0.21 0.55 -0.02
N 0.00 1.03 -0.57 0.15
C -1.27 1.20 -0.80 0.05
C -2.24 0.47 -0.05 -0.19
N -2.79 0.00 0.81 0.26
H 0.44 -1.99 0.92 0.18
H 2.26 1.25 0.45 0.13
H 1.92 0.07 1.62 0.11
H 2.51 -0.58 0.18 0.11
H 0.81 1.48 -0.99 0.19
H -1.65 2.07 -1.30 0.15

---

Energetically preferred structure: (one) | next structure: +0.0370 hartree

---

(one)
9
Properties=species:S:1:pos:R:3:lowdin_charge:R:1 method="wB97M-V/def2-TZVPD" e_lumo_ev="-1.5 / -0.3"
C 0.48 0.21 -0.92 -0.13
C 0.43 -0.66 0.32 -0.35
O -1.29 1.52 0.72 -0.31
O -2.21 -0.50 -0.54 -0.30
F 0.35 -1.96 0.14 0.04
S -1.13 0.29 0.02 0.73
H 1.02 1.20 -0.51 0.14
H 0.66 -0.27 -1.86 0.09
H 1.69 0.18 2.63 0.10

---

(two)
9
Properties=species:S:1:pos:R:3:lowdin_charge:R:1 method="wB97M-V/def2-TZVPD" e_lumo_ev=-1.3
C -1.17 -1.20 0.09 -0.10
C 0.63 0.31 -0.07 0.03
O -0.74 -3.78 -0.25 -0.33
O 1.00 -2.29 -1.01 -0.35
F 1.35 0.07 1.05 -0.04
S -0.16 -2.46 -0.16 0.71
H -1.62 -1.20 1.00 -0.04
H 0.36 1.36 -0.18 0.10
H 1.02 -0.42 -0.76 0.03

---

Energetically preferred structure: (two) | next structure: +0.0573 hartree

---

(one)
49
Properties=species:S:1:pos:R:3:lowdin_charge:R:1 method="wB97M-V/def2-TZVPD" e_lumo_ev=0.5
O -0.55 2.94 1.25 0.10
C 0.54 2.62 1.65 -0.53
O 1.27 3.39 2.45 0.13
C 1.23 1.38 1.11 -0.01
C 0.27 0.30 0.56 -0.04
C 0.01 -0.91 1.14 -0.12
N 0.44 -1.38 2.37 0.11
C 0.45 -0.71 3.60 -0.28
C 1.33 -1.14 4.57 -0.04
C 1.52 -0.44 5.77 -0.09
C 0.78 0.73 6.01 -0.09
C -0.19 1.13 5.06 -0.06
C -0.33 0.41 3.86 -0.04
C -0.82 -1.70 0.20 -0.35
O -1.25 -2.82 0.40 0.09
N -0.95 -0.98 -0.99 0.03
C -1.74 -1.40 -2.07 -0.23
C -2.83 -0.67 -2.49 -0.01
C -3.67 -1.15 -3.51 -0.08
C -3.36 -2.33 -4.16 -0.10
C -2.23 -3.06 -3.79 -0.07
C -1.45 -2.60 -2.72 0.00
C -0.42 0.37 -0.82 -0.16
C 0.61 0.64 -1.90 -0.17
C 0.65 1.92 -2.47 -0.02
C 1.54 2.28 -3.49 -0.11
C 2.39 1.30 -4.00 -0.71
Br 3.63 1.71 -5.35 0.75
C 2.42 0.03 -3.42 -0.10
C 1.54 -0.29 -2.36 0.00
H 0.68 4.12 2.69 0.13
H 1.90 1.65 0.34 0.12
H 1.83 0.90 1.91 0.14
H 0.57 -2.38 2.39 0.15
H 1.94 -2.05 4.41 0.12
H 2.28 -0.83 6.43 0.10
H 0.93 1.30 6.93 0.10
H -0.80 2.02 5.25 0.10
H -1.08 0.68 3.11 0.12
H -3.05 0.30 -1.98 0.13
H -4.53 -0.55 -3.87 0.11
H -3.99 -2.70 -4.97 0.10
H -2.00 -3.98 -4.27 0.10
H -0.58 -3.16 -2.34 0.13
H -1.22 1.11 -0.82 0.15
H -0.05 2.67 -2.05 0.13
H 1.69 3.30 -3.84 0.10
H 3.10 -0.70 -3.83 0.09
H 1.55 -1.28 -1.96 0.11

---

(two)
49
Properties=species:S:1:pos:R:3:lowdin_charge:R:1 method="wB97M-V/def2-TZVPD" e_lumo_ev=-0.9
C -0.57 -5.23 3.11 -0.07
C 0.00 -4.11 2.27 -0.27
C 1.08 -3.46 2.90 -0.05
C 1.77 -2.38 2.32 -0.01
C 1.15 -1.75 1.20 -0.19
C 1.55 -0.50 0.63 -0.17
C 2.86 0.00 0.57 -0.42
Br 4.52 -0.76 1.28 0.79
C 3.08 1.31 -0.16 -0.39
O 4.09 1.94 0.04 0.05
C 2.16 1.75 -1.24 -0.07
C 2.58 2.53 -2.32 0.10
C 1.72 2.75 -3.46 -0.12
N 2.20 3.33 -4.70 -0.33
O 1.54 3.06 -5.75 0.04
O 3.26 3.92 -4.64 0.09
C 0.44 2.11 -3.43 0.05
C 0.09 1.33 -2.30 0.04
C 0.88 1.19 -1.14 -0.15
N 0.58 0.36 -0.06 0.03
C -0.45 0.86 0.89 -0.29
C -0.20 2.10 1.80 -0.02
C -1.79 0.96 0.23 -0.19
C -2.36 2.22 -0.10 0.01
C -3.59 2.08 -0.82 -0.10
C -4.24 0.98 -1.14 -0.10
C -3.77 -0.17 -0.58 -0.09
C -2.59 -0.26 0.12 -0.01
C 0.10 -2.40 0.51 -0.02
C -0.50 -3.58 1.04 -0.01
H -1.07 -5.87 2.35 0.08
H 0.26 -5.82 3.55 0.08
H -1.26 -4.83 3.92 0.11
H 1.54 -3.92 3.75 0.10
H 2.72 -1.89 2.75 0.07
H 3.57 3.04 -2.39 0.14
H -0.17 2.20 -4.32 0.11
H -0.83 0.85 -2.16 0.09
H -0.75 0.07 1.60 0.14
H -1.11 2.06 2.46 0.11
H -0.02 3.01 1.32 0.04
H 0.78 2.00 2.44 0.12
H -1.99 3.15 0.19 0.09
H -3.90 3.05 -1.17 0.10
H -5.18 1.02 -1.64 0.11
H -4.25 -1.10 -0.56 0.09
H -2.16 -1.15 0.58 0.10
H -0.45 -2.01 -0.31 0.10
H -1.32 -4.02 0.56 0.09

---

Energetically preferred structure: (one) | next structure: +0.2424 hartree